Molecular formula: C4H9INO2PS
Method: DFT, the ωB97M-V functional and the def2-TZVPD basis

Computed properties:
DFT total energy ... -38101.35456 eV

Each line ends with the Mulliken charge.
Positions of all 19 atoms, in Å:
1 O 0.2479 0.1318 3.1381  -0.52
2 P -0.6607 0.0207 1.7084  0.91
3 O -1.4288 -1.4049 1.8416  -0.49
4 S -1.8981 1.5505 1.6154  -0.36
5 C 0.5459 0.0180 0.3126  0.38
6 C 0.6804 1.2602 -0.4553  -0.93
7 N 0.6420 1.0330 -1.7610  -0.04
8 C 0.3939 -0.3695 -2.0045  -0.77
9 C 0.6103 -1.1734 -0.7086  -0.57
10 H 1.1062 -0.3025 3.0164  0.32
11 H -0.9609 -2.1088 1.3674  0.35
12 H 1.5257 -0.0531 0.8208  0.15
13 H 0.8256 2.2491 -0.0586  0.49
14 H 0.7213 1.6940 -2.5130  0.23
15 H 0.7275 -0.8069 -2.9417  0.42
16 H -0.7060 -0.3941 -2.1118  0.34
17 H -0.2105 -1.8765 -0.5984  0.29
18 H 1.5412 -1.7343 -0.6873  0.31
19 I -3.7029 2.2665 0.0196  -0.52

---

Molecular formula: C20H23FePSe2
Method: DFT, the ωB97M-V functional and the def2-TZVPD basis

Computed properties:
⟨S²⟩ ... 6.150
Multiplicity ... 5
DFT total energy ... -195475.15880 eV

Each line ends with the Löwdin spin population.
Positions of all 47 atoms, in Å:
1 C 1.8511 -1.4346 -0.1747  0.38
2 C 0.5754 -3.2244 -2.2522  -0.05
3 C 0.8832 -2.3726 0.4237  -0.10
4 H 2.1902 -0.5253 0.3008  0.01
5 C -0.2010 -4.2039 -1.4441  0.03
6 H 0.1339 -2.9485 -3.2286  0.00
7 H 0.2399 -1.9542 1.2313  0.00
8 H -1.0968 -4.6631 -1.8854  0.01
9 C 1.2056 -3.8370 0.6712  0.01
10 H 1.0006 -4.0589 1.7426  0.00
11 H 2.2814 -4.0336 0.5348  0.00
12 C 2.5609 -1.7456 -1.4224  0.04
13 H 3.6377 -1.8747 -1.2135  0.01
14 H 2.4894 -0.8797 -2.1055  0.01
15 C 2.0779 -3.0345 -2.1916  -0.01
16 H 2.6023 -3.9162 -1.7863  0.00
17 H 2.4164 -2.8975 -3.2324  0.00
18 C 0.3636 -4.8368 -0.2074  0.03
19 H 1.0337 -5.6844 -0.4531  0.01
20 H -0.4594 -5.2557 0.4045  0.00
21 Fe -0.3637 -2.5358 -0.8945  2.43
22 H 2.8123 0.5652 1.4101  0.02
23 Se 1.5837 0.9291 2.2221  0.38
24 P -0.0405 1.0746 0.4871  0.29
25 Se -0.4144 -0.3357 -1.2352  0.39
26 C -1.6311 1.2853 1.3652  0.02
27 C -1.9664 2.5450 1.8982  0.01
28 C -3.2456 2.7539 2.4186  0.00
29 C -4.1702 1.7039 2.4481  0.01
30 C -3.8016 0.4303 1.9960  0.00
31 C -2.5240 0.2110 1.4759  0.01
32 C 0.3102 2.7233 -0.2217  0.01
33 C 1.2815 3.5766 0.3257  0.01
34 C 1.3394 4.9165 -0.0712  0.00
35 C 0.4688 5.3954 -1.0555  0.01
36 C -0.4430 4.5247 -1.6608  0.00
37 C -0.5188 3.1871 -1.2583  0.01
38 H -1.2356 3.3573 1.8861  0.00
39 H -3.5164 3.7403 2.7980  0.00
40 H -5.1742 1.8744 2.8369  0.00
41 H -4.5139 -0.3946 2.0493  0.00
42 H -2.2259 -0.7805 1.1257  0.00
43 H 1.9766 3.2005 1.0840  0.00
44 H 2.0595 5.5893 0.3977  0.00
45 H 0.5004 6.4456 -1.3497  0.00
46 H -1.1099 4.8892 -2.4428  0.00
47 H -1.2235 2.5090 -1.7467  0.01

---

Molecular formula: C20H35F13NO3P2S
Method: DFT, the ωB97M-V functional and the def2-TZVPD basis

Computed properties:
Total charge ... +1
DFT total energy ... -93656.11967 eV

Each line ends with the Mulliken charge.
Positions of all 75 atoms, in Å:
1 C 0.0184 5.6891 0.2901  -0.65
2 C 1.5881 5.9770 0.6703  -0.47
3 C 2.4550 4.6025 1.0259  -0.52
4 O 1.8660 3.3726 0.4593  -0.19
5 C 1.7017 2.3203 1.4753  -0.81
6 P 1.7289 0.5312 0.7974  0.91
7 C 0.6407 0.2439 -0.7443  -0.63
8 C -0.7766 1.0693 -0.7624  -0.68
9 C -2.0997 0.1691 -1.1197  0.81
10 C -3.5394 0.9058 -0.7353  -1.41
11 C -2.2250 -0.2934 -2.6874  -0.85
12 C -1.0876 0.3300 -3.6904  -0.03
13 C -1.4899 0.2031 -5.3085  -0.62
14 C -0.7211 1.1487 -6.2125  0.33
15 C 0.9283 1.2803 -6.1441  -0.84
16 C -1.5384 2.1055 -7.2631  -0.98
17 C 1.4201 -0.6714 2.2478  -0.75
18 C 0.0977 -1.6268 2.0945  -0.45
19 C 0.3959 -3.1614 1.6035  0.85
20 F 1.7924 -3.6212 1.7791  -0.32
21 F 0.1477 -3.1723 0.1128  -0.32
22 C -0.7455 -4.1610 2.2432  0.48
23 F -0.8388 -5.3264 1.2853  -0.31
24 F -2.0937 -3.5608 2.2764  -0.26
25 C -0.2752 -4.8541 3.6893  0.57
26 F 0.6639 -3.9978 4.4650  -0.27
27 F 0.5889 -6.0163 3.2409  -0.29
28 C -1.4852 -5.5358 4.5326  0.73
29 F -0.8934 -6.7555 5.2030  -0.25
30 F -2.5834 -6.1011 3.6612  -0.22
31 S -2.2889 -4.5370 5.8686  1.10
32 F -2.7199 -6.0327 6.6671  -0.31
33 F -0.9105 -4.4911 6.8801  -0.27
34 F -1.9922 -3.0211 5.1494  -0.26
35 F -3.8116 -4.6918 5.0218  -0.32
36 F -3.1528 -3.7198 7.1039  -0.27
37 P 3.8192 0.1780 0.1315  0.50
38 N 4.1602 1.3636 -0.9623  -0.65
39 O 4.9559 0.1696 1.4697  -0.49
40 O 3.9506 -1.3478 -0.7679  -0.49
41 H -0.3971 4.6780 0.7393  0.08
42 H -0.6074 6.5967 0.7424  0.30
43 H -0.0811 5.7386 -0.8796  0.22
44 H 2.1317 6.6078 -0.1810  0.29
45 H 1.6361 6.6735 1.6362  0.28
46 H 3.5642 4.6880 0.6496  0.26
47 H 2.5199 4.5852 2.2168  0.32
48 H 2.6339 2.4078 2.2144  0.56
49 H 0.7477 2.5461 2.1339  0.39
50 H 0.3950 -0.8740 -0.9870  0.45
51 H 1.2686 0.6473 -1.6761  0.45
52 H -0.9371 1.4729 0.3495  0.23
53 H -0.6779 2.0579 -1.4245  0.31
54 H -2.0402 -0.7980 -0.4266  -0.18
55 H -3.6322 1.1878 0.3991  0.33
56 H -3.6943 1.8075 -1.4749  0.34
57 H -4.3786 0.1100 -1.0238  0.37
58 H -3.3305 -0.0475 -3.0600  0.40
59 H -2.1504 -1.4849 -2.6885  0.20
60 H -0.1236 -0.3623 -3.5703  0.12
61 H -0.8528 1.4709 -3.5237  0.31
62 H -2.3200 -0.5107 -5.7244  0.32
63 H 1.3670 1.1375 -5.0575  0.18
64 H 1.4087 0.5298 -6.9053  0.25
65 H 1.2515 2.3793 -6.4751  0.29
66 H -1.7240 1.4719 -8.2340  0.26
67 H -2.5413 2.4295 -6.7342  0.28
68 H -0.9306 3.0868 -7.4925  0.31
69 H 2.4241 -1.2361 2.4591  0.28
70 H 1.2256 0.0093 3.2092  0.45
71 H -0.4698 -1.6276 3.1281  0.31
72 H -0.6741 -1.1700 1.3088  -0.05
73 H 4.9833 1.9153 -0.6313  0.26
74 H 4.7372 -0.6956 1.9682  0.36
75 H 3.9323 -2.1062 -0.0937  0.35

---

Molecular formula: C8H15O5PZn
Method: DFT, the ωB97M-V functional and the def2-TZVPD basis

Computed properties:
Total charge ... +2
DFT total energy ... -76462.58759 eV

Each line ends with the Mulliken charge.
Positions of all 30 atoms, in Å:
1 C 2.2929 -0.2045 2.2177  -0.97
2 P 2.7389 -0.1002 0.4318  0.15
3 O 2.5931 1.4873 0.0875  -0.41
4 C 1.5165 -1.1253 -0.5722  0.08
5 C 0.0419 -0.6239 -0.4705  -0.40
6 C -0.6768 -0.8980 0.8636  -0.61
7 C -2.1806 -0.9408 0.6075  -0.85
8 C -2.8299 0.4427 0.6115  -0.46
9 O -1.8653 1.5278 0.3596  -0.32
10 C -2.0542 2.1369 -0.7498  0.22
11 O -1.7026 1.5091 -1.7203  -0.40
12 O 1.8554 -1.2987 -1.9286  -0.47
13 C 2.2282 -0.1332 -2.5685  0.12
14 O 1.5009 0.7327 -2.8216  -0.37
15 H 1.9177 -1.1889 2.4953  0.33
16 H 3.1240 0.1188 2.8449  0.35
17 H 1.4852 0.5246 2.3868  0.30
18 H 2.0557 1.9059 0.7798  0.34
19 H 1.5284 -2.1277 -0.1293  0.66
20 H -0.0168 0.4326 -0.7331  0.67
21 H -0.4957 -1.2408 -1.2658  0.30
22 H -0.4731 -0.0577 1.5371  0.18
23 H -0.3560 -1.7882 1.4069  0.59
24 H -2.6497 -1.5254 1.4003  0.41
25 H -2.3483 -1.4764 -0.3375  0.19
26 H -3.3585 0.6624 1.5349  0.40
27 H -3.5746 0.4132 -0.1889  0.37
28 H -2.4395 3.1563 -0.8458  0.44
29 H 3.2947 -0.0575 -2.8369  0.51
30 Zn -1.1518 -0.2630 -2.3964  0.67

---

The lowest DFT total energy belongs to which entry? C20H23FePSe2

---

The lowest DFT total energy belongs to which entry? C20H23FePSe2

---

DFT total energy of number 2 (C20H23FePSe2)? -195475.15880 eV